{
  "formula": "C4H6N2O2",
  "method": "ωB97M-V/def2-TZVPD",
  "symbols": ["O", "O", "N", "N", "C", "C", "C", "C", "H", "H", "H", "H", "H", "H"],
  "xyz": [[-0.955, -1.359, -0.041], [-2.977, -0.359, -0.014], [1.503, 0.871, -0.061], [1.624, -0.475, 0.162], [-1.064, 1.115, 0.067], [2.814, -0.897, -0.060], [0.298, 1.466, -0.032], [-1.775, -0.270, -0.021], [2.456, 1.374, 0.030], [2.949, -1.975, 0.131], [0.057, -1.184, -0.019], [-1.647, 2.016, 0.191], [0.423, 2.574, -0.137], [3.689, -0.314, -0.179]],
  "e_tot_ha": -415.9350,
  "homo_energy_ha": -0.3189,
  "lumo_energy_ev": -0.01,
  "multiplicity": 1,
  "relative_energy_kcal_mol": 66.3
}

***

{
  "formula": "C4H6N2O2",
  "method": "ωB97M-V/def2-TZVPD",
  "symbols": ["O", "O", "N", "N", "C", "C", "C", "C", "H", "H", "H", "H", "H", "H"],
  "xyz": [[-1.237, -0.873, -0.908], [1.542, 1.351, -2.417], [-1.493, 1.353, 2.162], [0.706, 0.551, -1.617], [0.560, 0.637, -0.360], [-1.340, 0.617, 1.220], [-0.016, -1.332, 1.161], [-0.534, -0.198, 0.146], [1.104, 1.369, -3.219], [1.190, 0.956, 0.495], [0.363, -0.599, 1.954], [1.082, -2.067, 0.913], [-0.577, -1.885, 1.864], [-1.351, 0.120, -1.394]],
  "e_tot_ha": -415.8004,
  "homo_energy_ha": -0.3995,
  "lumo_energy_ev": 0.24,
  "multiplicity": 1,
  "relative_energy_kcal_mol": 150.7
}

***

{
  "formula": "C4H6N2O2",
  "method": "ωB97M-V/def2-TZVPD",
  "symbols": ["O", "O", "N", "N", "C", "C", "C", "C", "H", "H", "H", "H", "H", "H"],
  "xyz": [[0.616, -2.073, 0.891], [0.674, 2.411, -1.144], [-0.671, 0.920, -0.268], [-2.052, -1.058, 0.317], [1.516, 0.131, -0.105], [0.607, 1.119, -0.697], [-0.825, -0.265, 0.218], [0.434, -0.731, 0.453], [2.554, -0.089, -0.608], [1.546, 2.679, -1.255], [-1.838, -2.053, 0.020], [1.661, -2.368, 0.713], [-2.791, -0.488, 1.431], [-1.430, 1.864, 0.033]],
  "e_tot_ha": -415.8004,
  "homo_energy_ha": -0.2610,
  "lumo_energy_ev": 0.26,
  "multiplicity": 1,
  "relative_energy_kcal_mol": 150.7
}

***

{
  "formula": "C4H6N2O2",
  "method": "ωB97M-V/def2-TZVPD",
  "symbols": ["O", "O", "N", "N", "C", "C", "C", "C", "H", "H", "H", "H", "H", "H"],
  "xyz": [[0.533, 0.644, -1.559], [-0.832, -1.032, 0.955], [1.536, 1.634, 0.956], [0.799, -0.105, -0.441], [-0.045, 0.074, 1.686], [-0.942, -1.294, -1.516], [-0.325, -0.876, -0.363], [0.828, 0.702, 0.760], [1.936, 1.919, 0.116], [0.473, -0.324, 2.716], [-0.546, -1.097, -2.604], [-1.991, -1.761, -1.579], [-0.800, 0.619, 2.391], [-0.626, 0.898, -1.518]],
  "e_tot_ha": -415.8080,
  "homo_energy_ha": -0.3291,
  "lumo_energy_ev": 0.48,
  "multiplicity": 1,
  "relative_energy_kcal_mol": 146.0
}

***

{
  "formula": "C4H6N2O2",
  "method": "ωB97M-V/def2-TZVPD",
  "symbols": ["O", "O", "N", "N", "C", "C", "C", "C", "H", "H", "H", "H", "H", "H"],
  "xyz": [[-0.687, 1.122, 0.318], [0.596, 1.051, 2.124], [1.015, -1.154, -0.643], [1.390, -0.146, 0.335], [0.459, 0.733, 0.982], [-0.744, 0.372, -0.935], [-0.460, -1.110, -0.602], [-1.658, -0.742, -1.443], [-0.331, 0.924, -1.734], [-0.707, -1.388, 0.462], [-1.380, -0.752, -2.467], [-2.700, -0.974, -1.198], [1.962, -0.696, 1.074], [1.467, -0.907, -1.522]],
  "e_tot_ha": -415.8661,
  "homo_energy_ha": -0.3205,
  "lumo_energy_ev": 0.86,
  "multiplicity": 1,
  "relative_energy_kcal_mol": 109.5
}

***

{
  "formula": "C4H6N2O2",
  "method": "ωB97M-V/def2-TZVPD",
  "symbols": ["O", "O", "N", "N", "C", "C", "C", "C", "H", "H", "H", "H", "H", "H"],
  "xyz": [[-0.455, 0.134, -0.981], [1.107, 1.605, -1.469], [-2.273, -1.120, -0.086], [-0.105, -1.199, 0.950], [1.447, 0.519, 0.476], [0.661, 0.703, -0.778], [0.485, 0.041, 1.585], [-0.977, -0.753, -0.023], [-0.603, -1.788, 1.672], [2.364, -0.117, 0.326], [-0.322, 0.852, 1.950], [-2.611, -0.984, -1.096], [1.869, 1.510, 0.651], [1.050, -0.221, 2.480]],
  "e_tot_ha": -415.9791,
  "homo_energy_ha": -0.3716,
  "lumo_energy_ev": 0.65,
  "multiplicity": 1,
  "relative_energy_kcal_mol": 38.6
}

***

{
  "formula": "C4H6N2O2",
  "method": "ωB97M-V/def2-TZVPD",
  "symbols": ["O", "O", "N", "N", "C", "C", "C", "C", "H", "H", "H", "H", "H", "H"],
  "xyz": [[0.060, 0.307, 1.504], [0.561, -1.288, -0.526], [-1.190, 0.561, 0.906], [0.966, -0.265, -1.324], [-1.541, -0.348, 0.154], [-0.817, -1.564, -0.535], [1.380, 0.728, -0.601], [1.015, 1.073, 0.849], [0.708, 2.118, 0.779], [-0.817, -2.428, 0.082], [1.892, 1.091, 1.549], [-2.611, 0.001, -0.179], [1.747, 1.618, -1.144], [-1.352, -1.606, -1.514]],
  "e_tot_ha": -415.8200,
  "homo_energy_ha": -0.3371,
  "lumo_energy_ev": 0.93,
  "multiplicity": 1,
  "relative_energy_kcal_mol": 138.4
}

***

{
  "formula": "C4H6N2O2",
  "method": "ωB97M-V/def2-TZVPD",
  "symbols": ["O", "O", "N", "N", "C", "C", "C", "C", "H", "H", "H", "H", "H", "H"],
  "xyz": [[2.622, 0.144, -0.808], [-1.160, 2.118, -0.180], [-0.268, -1.291, -0.010], [-2.124, -0.157, -0.195], [-0.995, 0.676, -0.013], [1.705, 0.144, 0.519], [-1.593, -1.406, -0.126], [0.274, 0.003, -0.004], [1.902, 1.351, 1.066], [3.053, -1.213, -0.335], [2.064, -0.845, 1.199], [-2.188, -2.336, -0.438], [-2.904, 0.258, -0.717], [-0.389, 2.555, 0.042]],
  "e_tot_ha": -415.7740,
  "homo_energy_ha": -0.3108,
  "lumo_energy_ev": -0.37,
  "multiplicity": 1,
  "relative_energy_kcal_mol": 167.3
}